1.
170
Properties=species:S:1:pos:R:3 method="wB97M-V/def2-TZVPD" homo_ev=-8.93 gap_ha=0.256 total_energy_ha=-7538.3345 e_lumo_ev=-1.978
C 4.040 1.502 5.329
O 3.651 1.569 3.910
C 2.274 1.037 3.756
C 1.156 2.097 4.345
C -0.216 1.197 4.649
C -1.477 2.094 5.192
C -2.011 3.028 3.913
C -3.107 2.108 3.046
C -2.886 2.506 1.477
C -3.952 1.752 0.431
C -5.169 2.886 0.219
C -6.610 2.451 0.860
C -6.728 2.720 2.503
F -7.613 3.417 0.267
O -4.595 0.702 1.211
S -4.789 -0.763 0.378
O -5.665 -0.726 -0.886
O -5.488 -1.745 1.379
C -2.968 -1.252 0.039
C -2.287 -1.071 1.559
C -1.200 -2.230 1.941
F -0.161 -1.685 2.893
C -2.891 -2.792 -0.514
C -3.541 -4.077 0.341
C -3.502 -5.642 -0.192
C -2.781 -6.047 -1.610
C -2.111 -4.826 -2.479
C -2.164 -3.265 -1.943
C -2.452 -0.100 -1.030
C -0.818 -0.065 -0.983
C -0.082 -0.193 -2.481
O -0.703 -0.076 -3.652
O 1.362 -0.514 -2.437
C 2.132 0.259 -3.422
C 3.496 -0.495 -4.027
O 1.884 1.502 -3.839
C -3.224 1.334 -0.962
C -2.239 2.523 -1.607
C -3.047 3.807 -2.225
C -2.195 4.304 -3.578
Br -3.010 5.443 -1.007
H 3.964 2.608 5.748
H 3.222 0.878 5.917
H 5.117 1.045 5.396
H 2.027 0.916 2.597
H 2.127 -0.029 4.258
H 1.489 2.660 5.317
H 0.981 2.904 3.499
H -0.523 0.748 3.599
H 0.052 0.387 5.453
H -2.356 1.414 5.598
H -1.120 2.749 6.095
H -1.131 3.399 3.225
H -2.593 3.985 4.322
H -2.871 0.999 3.330
H -4.152 2.373 3.498
H -1.815 2.091 1.165
H -2.838 3.664 1.327
H -5.347 2.899 -0.962
H -4.895 3.934 0.660
H -7.005 1.391 0.539
H -6.260 3.756 2.826
H -6.230 1.795 3.024
H -7.887 2.695 2.740
H -3.111 -1.077 2.412
H -1.732 -0.031 1.655
H -0.568 -2.638 1.020
H -1.669 -3.166 2.506
H -4.064 -3.925 1.404
H -4.012 -6.485 0.478
H -2.738 -7.127 -2.067
H -1.578 -5.043 -3.521
H -1.691 -2.458 -2.648
H -2.728 -0.559 -2.100
H -0.364 0.872 -0.397
H -0.353 -1.004 -0.408
H 3.556 -1.605 -3.594
H 4.488 0.033 -3.629
H 3.479 -0.606 -5.192
H -4.112 1.270 -1.761
H -1.628 2.091 -2.539
H -1.429 2.907 -0.855
H -4.125 3.570 -2.630
H -1.206 4.793 -3.187
H -2.846 5.195 -4.034
H -2.045 3.448 -4.362
O -10.020 -5.841 -1.645
C -8.903 -6.341 -1.659
C -7.690 -5.511 -1.527
C -6.470 -6.057 -1.544
C -6.284 -7.514 -1.695
O -5.167 -8.014 -1.708
C -7.497 -8.344 -1.826
C -8.717 -7.798 -1.809
H -7.843 -4.444 -1.417
H -5.570 -5.463 -1.449
H -7.344 -9.411 -1.937
H -9.617 -8.393 -1.904
O 6.780 8.281 5.962
C 5.807 7.545 6.057
C 4.817 7.717 7.139
C 3.756 6.911 7.243
C 3.528 5.814 6.281
O 2.556 5.078 6.376
C 4.518 5.642 5.200
C 5.579 6.448 5.096
H 4.998 8.526 7.836
H 3.021 7.023 8.030
H 4.337 4.832 4.503
H 6.314 6.336 4.308
O 7.881 2.661 2.062
C 8.318 1.656 2.606
C 7.439 0.762 3.384
C 7.918 -0.335 3.980
C 9.345 -0.699 3.885
O 9.782 -1.704 4.429
C 10.224 0.196 3.107
C 9.746 1.292 2.511
H 6.394 1.042 3.444
H 7.286 -1.001 4.555
H 11.269 -0.085 3.047
H 10.377 1.959 1.936
O -0.323 -6.456 -4.370
C 0.824 -6.139 -4.649
C 1.638 -6.946 -5.579
C 2.893 -6.600 -5.882
C 3.519 -5.395 -5.302
O 4.666 -5.077 -5.582
C 2.705 -4.587 -4.372
C 1.450 -4.934 -4.069
H 1.165 -7.827 -5.997
H 3.504 -7.181 -6.562
H 3.178 -3.707 -3.954
H 0.839 -4.352 -3.389
O 6.566 2.381 6.049
C 7.496 2.338 6.843
C 7.977 1.055 7.392
C 8.992 1.009 8.261
C 9.676 2.239 8.707
O 10.606 2.196 9.501
C 9.195 3.522 8.158
C 8.180 3.567 7.289
H 7.465 0.162 7.054
H 9.356 0.076 8.674
H 9.707 4.415 8.496
H 7.816 4.500 6.876
O 1.693 -5.687 -8.325
C 2.344 -5.175 -9.226
C 2.135 -5.556 -10.636
C 2.848 -4.998 -11.619
C 3.875 -3.976 -11.336
O 4.527 -3.464 -12.236
C 4.085 -3.595 -9.926
C 3.372 -4.153 -8.943
H 1.377 -6.307 -10.827
H 2.707 -5.266 -12.659
H 4.843 -2.844 -9.735
H 3.512 -3.885 -7.903
O -5.457 5.259 -3.886
C -6.286 4.508 -4.382
C -7.227 3.743 -3.540
C -8.130 2.920 -4.082
C -8.227 2.742 -5.545
O -9.055 1.990 -6.040
C -7.285 3.507 -6.386
C -6.382 4.330 -5.844
H -7.144 3.885 -2.470
H -8.828 2.351 -3.480
H -7.368 3.365 -7.457
H -5.684 4.898 -6.447


2.
248
Properties=species:S:1:pos:R:3 method="wB97M-V/def2-TZVPD" homo_ev=-8.09 gap_ha=0.316 total_energy_ha=-4235.4934 e_lumo_ev=0.496
C -33.341 -11.670 -5.722
C -32.203 -12.686 -5.938
C -31.896 -12.861 -7.460
C -30.951 -12.123 -5.205
C -29.858 -13.163 -4.953
C -30.482 -14.343 -4.264
C -31.645 -14.999 -4.964
C -31.167 -15.765 -6.220
C -32.320 -15.889 -3.934
N -32.595 -13.942 -5.282
O -33.735 -14.496 -5.992
H -34.217 -11.982 -6.334
H -33.597 -11.659 -4.680
H -33.057 -10.672 -6.066
H -32.527 -13.591 -7.973
H -31.974 -11.871 -7.932
H -30.884 -13.217 -7.638
H -30.633 -11.211 -5.715
H -31.423 -11.790 -4.256
H -29.337 -13.472 -5.853
H -29.007 -12.749 -4.389
H -30.828 -14.075 -3.269
H -29.726 -15.128 -4.089
H -30.916 -16.794 -6.008
H -30.283 -15.266 -6.670
H -31.976 -15.711 -6.949
H -31.590 -16.345 -3.255
H -32.848 -16.729 -4.375
H -33.022 -15.386 -3.292
H -34.361 -14.735 -5.288
C -29.721 -5.623 -3.821
C -28.732 -5.430 -2.729
C -28.653 -3.908 -2.341
C -29.093 -6.279 -1.525
C -27.962 -6.383 -0.539
C -26.747 -6.969 -1.204
C -26.282 -6.176 -2.421
C -25.584 -4.853 -1.948
C -25.209 -7.004 -3.113
N -27.469 -6.012 -3.298
O -27.067 -5.373 -4.501
H -29.995 -6.661 -4.013
H -30.671 -5.112 -3.617
H -29.361 -5.176 -4.753
H -29.609 -3.581 -1.989
H -27.922 -3.580 -1.611
H -28.396 -3.283 -3.210
H -29.996 -5.929 -0.994
H -29.274 -7.315 -1.912
H -27.696 -5.384 -0.147
H -28.258 -7.035 0.292
H -26.993 -7.970 -1.586
H -25.918 -6.988 -0.486
H -25.442 -4.102 -2.715
H -24.602 -5.102 -1.551
H -26.111 -4.345 -1.144
H -25.685 -7.880 -3.569
H -24.409 -7.214 -2.379
H -24.731 -6.369 -3.849
H -26.634 -4.524 -4.286
C -29.107 -5.179 -10.558
C -30.501 -5.669 -10.239
C -31.463 -4.553 -9.863
C -30.993 -6.385 -11.515
C -32.224 -7.178 -11.288
C -31.958 -8.203 -10.225
C -31.483 -7.614 -8.915
C -32.571 -6.941 -8.141
C -30.901 -8.733 -8.032
N -30.287 -6.723 -9.192
O -29.815 -6.119 -8.046
H -28.616 -4.781 -9.680
H -28.485 -5.965 -11.007
H -29.177 -4.356 -11.270
H -31.377 -4.344 -8.792
H -31.225 -3.694 -10.476
H -32.499 -4.813 -10.073
H -31.233 -5.608 -12.259
H -30.183 -7.036 -11.823
H -33.043 -6.506 -11.000
H -32.491 -7.661 -12.214
H -31.157 -8.861 -10.591
H -32.845 -8.780 -9.928
H -33.152 -7.734 -7.620
H -33.315 -6.383 -8.781
H -32.149 -6.290 -7.391
H -30.112 -9.329 -8.491
H -31.696 -9.343 -7.587
H -30.544 -8.193 -7.151
H -28.852 -6.194 -8.074
C -23.551 -6.676 -16.152
C -24.362 -7.381 -15.094
C -24.533 -8.790 -15.548
C -23.589 -7.284 -13.796
C -23.661 -5.904 -13.231
C -25.072 -5.429 -13.053
C -25.882 -5.466 -14.346
C -27.362 -5.350 -13.990
C -25.486 -4.345 -15.281
N -25.741 -6.808 -14.919
O -26.460 -6.853 -16.132
H -23.071 -5.800 -15.734
H -22.770 -7.382 -16.464
H -24.224 -6.332 -16.930
H -25.052 -9.348 -14.783
H -25.092 -8.787 -16.472
H -23.547 -9.256 -15.725
H -24.105 -7.886 -13.039
H -22.592 -7.760 -13.980
H -23.220 -5.887 -12.258
H -22.975 -5.229 -13.726
H -25.139 -4.429 -12.591
H -25.506 -6.128 -12.332
H -27.648 -4.392 -13.551
H -27.587 -6.147 -13.272
H -28.030 -5.421 -14.861
H -25.648 -3.374 -14.800
H -26.061 -4.397 -16.199
H -24.429 -4.335 -15.512
H -27.359 -7.148 -15.913
C -21.611 -8.518 -7.194
C -22.246 -9.478 -6.192
C -23.671 -9.077 -5.817
C -22.409 -10.884 -6.807
C -21.053 -11.510 -7.114
C -20.402 -11.671 -5.727
C -20.173 -10.379 -4.969
C -19.804 -10.604 -3.515
C -19.115 -9.535 -5.631
N -21.469 -9.671 -4.882
O -21.259 -8.370 -4.355
H -20.712 -8.821 -7.733
H -22.350 -8.216 -7.957
H -21.372 -7.573 -6.686
H -24.332 -9.053 -6.683
H -24.144 -9.708 -5.088
H -23.658 -8.040 -5.431
H -22.826 -11.623 -6.107
H -23.124 -10.847 -7.657
H -21.219 -12.518 -7.509
H -20.425 -11.011 -7.881
H -19.460 -12.196 -5.832
H -21.154 -12.261 -5.233
H -20.405 -11.383 -3.031
H -19.857 -9.673 -2.943
H -18.774 -10.826 -3.326
H -18.085 -9.684 -5.267
H -19.279 -8.471 -5.475
H -19.027 -9.708 -6.722
H -21.818 -8.244 -3.573
C -28.298 -11.839 -8.344
C -27.028 -12.684 -8.046
C -26.005 -12.461 -9.210
C -26.522 -12.136 -6.751
C -25.410 -13.009 -6.270
C -25.911 -14.358 -6.007
C -26.474 -15.017 -7.212
C -25.347 -15.457 -8.147
C -27.258 -16.287 -6.768
N -27.442 -14.111 -7.860
O -27.797 -14.717 -9.130
H -29.125 -11.964 -7.670
H -28.006 -10.777 -8.357
H -28.694 -12.046 -9.332
H -26.095 -11.527 -9.744
H -24.953 -12.582 -9.014
H -26.250 -13.209 -9.981
H -26.215 -11.099 -6.974
H -27.296 -12.174 -5.985
H -24.559 -13.037 -6.942
H -25.018 -12.616 -5.313
H -26.681 -14.204 -5.274
H -25.156 -15.022 -5.618
H -24.632 -14.669 -8.352
H -25.780 -15.882 -9.055
H -24.738 -16.272 -7.696
H -26.585 -16.961 -6.222
H -27.525 -16.879 -7.658
H -28.135 -16.163 -6.128
H -28.754 -14.632 -9.242
C -23.153 -0.725 -6.684
C -22.849 -2.186 -6.768
C -21.436 -2.465 -6.240
C -23.831 -2.971 -5.914
C -23.801 -4.473 -6.118
C -24.084 -4.697 -7.571
C -23.143 -4.021 -8.516
C -21.805 -4.677 -8.428
C -23.731 -4.145 -9.911
N -23.171 -2.484 -8.237
O -22.258 -1.874 -9.117
H -22.361 -0.209 -7.224
H -24.160 -0.580 -7.091
H -23.143 -0.340 -5.660
H -20.675 -2.012 -6.884
H -21.300 -2.074 -5.210
H -21.119 -3.481 -6.228
H -23.701 -2.732 -4.843
H -24.867 -2.723 -6.190
H -22.874 -5.012 -5.846
H -24.563 -4.974 -5.481
H -25.102 -4.350 -7.721
H -24.179 -5.756 -7.809
H -21.548 -4.719 -7.381
H -20.980 -4.134 -8.948
H -21.760 -5.656 -8.927
H -24.693 -3.672 -9.920
H -23.819 -5.177 -10.214
H -23.043 -3.778 -10.662
H -22.690 -1.103 -9.473
C -27.980 -9.255 -5.002
C -27.587 -8.141 -5.966
O -26.810 -8.698 -7.029
C -26.611 -8.038 -8.161
O -27.026 -6.924 -8.399
O -25.892 -8.775 -8.933
C -25.502 -8.407 -10.263
H -28.675 -9.976 -5.474
H -28.444 -8.843 -4.112
H -27.158 -9.894 -4.710
H -26.935 -7.375 -5.540
H -28.498 -7.704 -6.309
H -24.705 -9.102 -10.542
H -25.061 -7.420 -10.260
H -26.289 -8.446 -11.027
C -23.655 -10.135 -2.062
O -24.255 -9.659 -0.851
C -24.121 -10.625 0.191
C -25.245 -11.566 0.340
O -25.378 -12.384 -0.837
C -26.485 -13.248 -1.007
C -27.679 -12.664 -1.745
O -28.215 -11.599 -0.972
C -29.155 -10.759 -1.560
H -24.320 -10.903 -2.480
H -22.666 -10.611 -1.949
H -23.620 -9.247 -2.695
H -24.102 -9.974 1.096
H -23.146 -11.147 0.134
H -26.188 -11.094 0.635
H -25.075 -12.295 1.112
H -26.823 -13.651 -0.061
H -26.144 -14.134 -1.555
H -28.403 -13.506 -1.720
H -27.475 -12.353 -2.752
H -29.982 -11.302 -2.014
H -28.598 -10.193 -2.299
H -29.577 -10.052 -0.842